A single C3H2ClN3O molecule at a distorted geometry, computed with ωB97M-V with the def2-TZVPD basis set.

```
10
Properties=species:S:1:pos:R:3:forces:R:3:mulliken_charge:R:1
O -0.32913 2.10078 1.38736 -0.474 -2.581 -1.870 -0.46
C -0.09770 0.92253 0.67414 -0.200 1.458 -1.830 0.46
N 1.11807 0.45760 0.79299 -0.590 -2.341 -0.054 -0.29
N 1.35910 -0.84197 0.26190 -2.190 1.358 -0.242 -0.35
C 0.35764 -1.34309 -0.44492 1.307 3.157 0.590 -0.33
C -0.73720 -0.53079 -0.89206 0.879 -4.326 -0.995 0.66
Cl -1.67227 -1.24974 -2.22676 0.333 0.746 0.677 -0.16
N -1.01636 0.52431 -0.35165 -0.329 4.895 3.856 -0.38
H 0.54048 2.14824 1.78634 0.490 0.669 0.786 0.39
H 0.47736 -2.18787 -0.98734 0.774 -3.036 -0.916 0.45
```
Forces are in eV/Å.

Properties
LUMO ... -0.01695 hartree
Energy relative to the best compared isomer or geometry (same formula, charge and spin) ... 25.8 kcal per mole
Structure (SMILES) ... Oc1nncc(Cl)n1
2S+1 ... 1

***

A 2-piece molecular cluster, C4H7NOP overall at a distorted geometry, computed with ωB97M-V with the def2-TZVPD basis set.

```
14
Properties=species:S:1:pos:R:3:forces:R:3:mulliken_charge:R:1
C -0.50711 0.08565 -0.05758 -0.825 -5.031 -3.536 0.27
C 1.37231 1.69418 0.22328 0.066 -3.074 -0.592 0.13
C -1.63970 0.51244 0.81025 -1.906 0.552 -0.937 -0.33
C -0.72467 1.47259 1.53845 -0.601 -0.031 0.720 -0.50
N 0.33419 1.07772 0.61822 3.321 2.485 0.105 0.19
O -0.28329 -0.70183 -0.96310 -0.467 3.472 3.401 -0.38
P 1.76466 -2.67546 -2.07120 -1.719 1.326 -0.885 -0.08
H 2.03836 1.10214 -0.49260 -0.339 1.505 0.443 0.35
H -2.37016 1.01480 0.17005 0.036 0.168 -0.136 0.27
H -2.25886 -0.17848 1.35950 0.362 -0.611 0.268 0.35
H -0.85946 2.53069 1.41203 -0.530 0.378 0.373 0.35
H -0.60490 1.14556 2.57071 0.668 0.328 -0.073 0.27
H 2.59690 -3.68583 -1.95918 1.922 -2.000 0.459 0.05
H 1.14173 -3.39418 -3.15884 0.014 0.532 0.390 0.06
```
Forces are in eV/Å.

Properties
LUMO (alpha / beta) ... -0.24257 / -0.29230 hartree
Energy relative to the best compared isomer or geometry (same formula, charge and spin) ... 98.1 kcal per mole
Charge ... +1
2S+1 ... 1